(1)
Here is a single C5H7F3N2O4S molecule from the OMol25 dataset. Energies are from wB97M-V/def2-TZVPD.

Output
SMILES = N=[S@](=O)(OC1=[N+]([O-])[C@H](O)CC1)C(F)(F)F
highest occupied orbital energy = -8.84 eV
orbital gap = 9.411 eV
spin multiplicity = 1

Positions of all 22 atoms, in Å:
C (-0.73, -0.08, 0.18)
C (-2.05, -0.36, -0.22)
C (-1.94, -0.47, -1.76)
C (-0.41, -0.30, -2.13)
C (2.46, -0.45, 1.68)
N (0.85, 1.07, 3.27)
N (0.17, -0.17, -0.76)
O (-0.34, -0.09, 1.43)
O (0.92, 1.97, 0.84)
O (-0.30, 0.89, -2.83)
O (1.45, -0.21, -0.66)
F (1.87, -1.56, 1.39)
F (3.43, -0.10, 0.91)
F (2.97, -0.55, 2.88)
S (1.04, 0.88, 1.79)
H (-2.50, -1.21, 0.24)
H (-2.81, 0.46, -0.08)
H (-2.26, -1.53, -2.21)
H (-2.45, 0.13, -2.46)
H (-0.02, -1.27, -2.71)
H (0.21, 1.72, 3.59)
H (0.43, 1.24, -2.38)

(2)
Here is a molecular structure, C5H7F3O8SV from the OMol25 dataset. Energies are from wB97M-V/def2-TZVPD.

Output
highest occupied orbital energy (spin up / spin down) = -8.66 / -8.52 eV
expectation value of S² = 1.086
orbital gap (spin up / spin down) = 7.574 / 7.432 eV
spin multiplicity = 2

Positions of all 25 atoms, in Å:
V (-1.03, -0.02, -1.09)
C (1.39, -1.90, -0.73)
C (0.93, -0.49, -0.98)
C (1.93, 0.57, -0.59)
O (0.55, -0.26, -2.38)
C (-0.51, -1.89, 2.67)
O (0.08, -1.86, 3.66)
O (-1.11, -1.92, 1.68)
H (2.33, -2.10, -1.26)
H (0.66, -2.64, -1.02)
H (1.59, -2.02, 0.34)
H (2.89, 0.38, -1.09)
H (2.10, 0.54, 0.48)
H (1.59, 1.57, -0.86)
H (0.47, -1.11, -2.85)
O (-1.62, -1.65, -1.59)
O (-1.45, -2.66, -2.36)
F (-1.68, 2.32, 2.80)
C (-0.88, 2.31, 1.75)
F (-0.19, 3.43, 1.70)
F (-0.04, 1.28, 1.85)
S (-1.89, 2.12, 0.22)
O (-2.39, 0.73, 0.31)
O (-2.82, 3.19, 0.23)
O (-0.90, 2.08, -0.88)